67
Properties=species:S:1:pos:R:3:forces:R:3:lowdin_charge:R:1 method="wB97M-V/def2-TZVPD" spin_multiplicity=2 e_lumo_ev="-7.60 / -6.99" energy_ev=-93272.9965 e_homo_ev="-13.87 / -13.87" relative_energy_kcal_mol=14.28 total_charge=+2
V -0.14180 0.27845 0.41890 -0.338 1.044 -0.424 0.91
C -0.41642 -0.78469 4.47987 0.071 -0.003 0.170 0.00
C -0.88294 -0.76885 3.18713 0.055 0.149 -0.268 -0.07
N -0.08735 -0.00334 2.41238 0.128 -0.080 0.362 -0.05
N 0.89998 0.49676 3.22089 -0.130 -0.131 -0.289 0.07
C 0.71508 0.01645 4.45168 0.038 0.019 0.092 -0.01
B 2.03541 1.33203 2.53339 -0.092 0.020 -0.070 -0.59
N 2.64517 0.36081 1.44785 -0.393 0.106 -0.183 0.05
C 3.88969 -0.00986 1.18010 0.206 -0.079 0.051 0.00
C 3.90499 -0.73681 -0.01005 0.132 -0.019 0.036 0.00
C 2.59622 -0.75434 -0.42837 -0.233 0.151 0.282 -0.10
N 1.81646 -0.09337 0.46514 0.757 -0.302 0.019 -0.08
N 1.37497 2.48041 1.71140 -0.071 -0.292 -0.241 0.05
C 1.68250 3.78567 1.71160 0.080 0.049 0.163 -0.02
C 1.11645 4.37796 0.60302 -0.019 0.076 -0.095 -0.01
C 0.46895 3.34282 -0.06114 0.042 -0.051 0.001 -0.14
N 0.62817 2.19683 0.60405 0.145 0.273 0.324 -0.10
N 3.10656 1.89379 3.41765 0.065 -0.114 0.061 -0.01
C 3.28536 2.07018 4.76605 -0.136 -0.046 -0.319 -0.06
C 4.47590 2.70229 4.95725 0.117 0.145 -0.053 -0.04
C 4.97757 2.90692 3.65455 0.132 0.031 -0.151 -0.12
N 4.16814 2.42960 2.72871 -0.070 -0.036 0.506 0.06
H -0.82988 -1.30546 5.32709 0.033 0.045 -0.040 0.12
H -1.75153 -1.25503 2.77612 0.028 0.011 -0.030 0.13
H 1.39134 0.24319 5.25149 0.081 0.025 0.048 0.12
H 4.69531 0.27268 1.83737 -0.030 -0.009 -0.052 0.13
H 4.76027 -1.17690 -0.49445 -0.037 0.026 0.042 0.12
H 2.15559 -1.20173 -1.29925 -0.060 -0.003 -0.069 0.09
H 2.30329 4.20434 2.48777 -0.032 -0.041 -0.059 0.14
H 1.18026 5.41178 0.30810 -0.012 -0.058 0.020 0.12
H -0.11207 3.37357 -0.96748 -0.005 -0.013 0.006 0.10
H 2.56306 1.78018 5.50382 -0.102 -0.046 -0.003 0.10
H 4.91862 2.99021 5.89651 -0.025 -0.006 -0.069 0.11
H 5.89922 3.38787 3.35806 -0.064 -0.049 0.031 0.12
S -3.81950 -2.10766 -0.07270 -0.210 -0.137 -0.092 1.21
C -2.54400 -3.29043 0.00852 -0.228 -0.106 -0.002 -0.43
C -2.64333 -4.68074 -0.05635 -0.008 0.020 -0.012 -0.05
C -1.48618 -5.41433 0.10693 0.000 0.016 0.008 -0.05
C -0.25474 -4.78123 0.33542 -0.013 -0.015 -0.004 -0.05
C -0.15894 -3.40612 0.38636 0.084 -0.039 -0.004 -0.03
C -1.32308 -2.66169 0.20961 0.110 0.560 0.025 -0.31
N -1.43515 -1.26211 0.23918 -0.334 -0.598 0.141 -0.06
C -2.68496 -0.85354 0.13839 0.134 -0.090 0.103 -0.54
C -2.98806 0.55128 0.37580 0.157 -0.006 0.010 -0.25
C -4.28823 1.04801 0.36282 -0.027 0.005 0.001 -0.02
C -4.51979 2.34795 0.77249 0.085 0.083 0.046 -0.03
C -3.45953 3.13521 1.21774 -0.125 0.003 -0.028 -0.02
C -2.15614 2.65567 1.20824 -0.038 -0.182 -0.088 -0.06
C -1.89620 1.37099 0.74855 0.120 -0.457 -0.176 -0.15
H -3.59599 -5.16802 -0.21839 0.026 0.014 0.017 0.12
H -1.53215 -6.49469 0.07415 0.003 0.026 -0.006 0.12
H 0.63285 -5.38344 0.48078 -0.029 0.006 0.002 0.12
H 0.79137 -2.91609 0.56273 -0.019 -0.001 0.022 0.11
H -5.11742 0.41834 0.05881 0.030 0.011 0.005 0.12
H -5.52716 2.74188 0.77486 0.022 0.007 -0.001 0.12
H -3.65225 4.13925 1.57482 -0.002 -0.031 -0.005 0.12
H -1.36051 3.29369 1.56350 0.007 0.007 0.014 0.10
N 0.18469 -2.16541 -2.40649 -0.009 0.117 -0.080 0.05
N 0.66984 -1.29523 -3.39051 -0.018 -0.044 0.148 -0.06
C 0.40718 0.01386 -3.33246 0.009 -0.107 0.085 -0.76
N 0.76559 0.74446 -4.38211 -0.050 0.094 0.002 0.13
S -0.44116 0.80291 -2.06705 0.035 0.072 0.089 0.79
H 0.80915 -2.96049 -2.33604 0.010 0.014 0.027 0.11
H -0.73741 -2.50196 -2.67257 0.010 -0.049 0.009 0.12
H 1.04648 -1.68642 -4.24378 -0.026 0.016 -0.046 0.17
H 1.11332 0.33967 -5.23744 0.012 0.001 -0.003 0.13
H 0.59005 1.73564 -4.36427 0.020 0.002 -0.004 0.11